Record 1
The following is a DFT calculation (ωB97M-V with the def2-TZVPD basis set) of C14H28Cl2O2ReSi as an isolated structure.

Element x y z (Å)
C (-1.2164, 1.6151, 1.3049)
C (-1.4861, 1.7255, -0.1487)
C (-0.2976, 2.4079, -0.7036)
C (-2.8711, 1.9642, -0.6601)
C (0.6375, 2.5894, 0.3489)
C (0.0491, 2.1708, 1.5681)
C (0.6215, 2.4418, 2.9105)
C (-2.2355, 1.3057, 2.3165)
C (-0.2210, 3.1323, -1.9906)
C (1.9677, 3.2180, 0.1954)
Re (-0.6153, -0.1258, -0.8281)
Cl (-1.2373, 0.2558, -2.7897)
Cl (-2.5682, -1.1921, -0.1458)
O (1.3152, 0.1301, -1.0520)
H (-3.5689, 1.2487, -0.2240)
H (-2.9223, 1.8835, -1.7478)
H (-3.1709, 2.9728, -0.3590)
H (-1.0249, 2.8599, -2.6730)
H (0.7464, 2.9330, -2.4813)
H (-0.2626, 4.2144, -1.8152)
H (2.4315, 2.9031, -0.7488)
H (2.6274, 2.9187, 1.0162)
H (1.8994, 4.3151, 0.1977)
H (1.7076, 2.2858, 2.9113)
H (0.1712, 1.7989, 3.6734)
H (0.4469, 3.4888, 3.2095)
H (-2.9206, 0.5372, 1.9532)
H (-2.8131, 2.2027, 2.5876)
H (-1.7586, 0.9342, 3.2341)
H (1.5855, 0.3252, -1.9709)
O (0.1142, -1.0953, 1.4015)
H (0.8913, -0.5283, 1.5676)
C (-0.4256, -4.2033, 0.6095)
Si (0.7971, -3.3844, -0.5486)
C (2.3993, -2.8540, 0.2673)
C (1.3494, -4.6826, -1.8320)
C (-0.1322, -2.0712, -1.6087)
H (-0.0638, -5.2097, 0.8642)
H (-1.4198, -4.2782, 0.1467)
H (-0.5122, -3.5945, 1.5191)
H (2.7946, -3.6925, 0.8638)
H (3.1516, -2.5751, -0.4849)
H (2.2230, -2.0012, 0.9268)
H (0.6038, -4.8071, -2.6255)
H (2.3073, -4.3907, -2.2937)
H (1.4843, -5.6575, -1.3427)
H (0.4917, -1.8958, -2.5174)
H (-1.0706, -2.5393, -2.0014)

Atoms 1-3, force components in eV/Å:
C 0.9 1.6 -1.3
C 0.7 1.9 1.5
C -0.6 0.0 2.1

Results
* HOMO energy (alpha / beta): 0.412 / -0.238 eV
* multiplicity: 4
* Kohn-Sham gap (alpha / beta): 5.130 / 5.738 eV
* LUMO (alpha / beta): 5.54 / 5.50 eV
* charge: -2



Record 2
The following is a DFT calculation (ωB97M-V with the def2-TZVPD basis set) of C14H28CuNOSi2 as an isolated structure.

Element x y z (Å)
Cu (-0.6219, -0.3730, -0.5450)
C (2.4201, -2.1726, -1.1168)
Si (1.6546, -0.5034, -0.5979)
C (2.5744, 0.7695, -1.6905)
C (2.3364, -0.1988, 1.1619)
C (3.6889, 0.0187, 1.4376)
C (4.1361, 0.2263, 2.7332)
C (3.2272, 0.2159, 3.7863)
C (1.8830, -0.0064, 3.5298)
C (1.4197, -0.2155, 2.2281)
Si (-0.3947, -0.5657, 1.7750)
C (-1.4698, 0.6251, 2.7981)
C (-0.7935, -2.3005, 2.4505)
H (3.5073, -2.1591, -0.9821)
H (2.2105, -2.3897, -2.1670)
H (2.0199, -2.9944, -0.5192)
H (3.6609, 0.6479, -1.6119)
H (2.3374, 1.7950, -1.3983)
H (2.3003, 0.6479, -2.7409)
H (4.4099, 0.0317, 0.6249)
H (5.1889, 0.3999, 2.9271)
H (3.5707, 0.3828, 4.8013)
H (1.1810, -0.0132, 4.3590)
H (-1.3230, 0.4640, 3.8724)
H (-2.5247, 0.4609, 2.5697)
H (-1.2423, 1.6708, 2.5826)
H (-0.6151, -2.3525, 3.5302)
H (-0.1739, -3.0607, 1.9705)
H (-1.8400, -2.5509, 2.2634)
C (-2.5846, -1.0733, -3.1823)
C (-2.8465, 0.1719, -2.3215)
C (-2.1202, 1.3720, -2.9507)
C (-4.3548, 0.4566, -2.2945)
O (-2.4197, -0.0349, -1.0188)
H (-2.9453, -0.9559, -4.2093)
H (-3.0788, -1.9354, -2.7294)
H (-1.5099, -1.2747, -3.2092)
H (-2.4495, 1.5727, -3.9752)
H (-1.0439, 1.1730, -2.9637)
H (-2.2952, 2.2633, -2.3441)
H (-4.7651, 0.6188, -3.2964)
H (-4.5458, 1.3438, -1.6877)
H (-4.8723, -0.3865, -1.8329)
N (-0.3118, 2.8266, 0.0731)
H (0.0907, 2.7735, -0.8574)
H (0.3927, 2.4444, 0.6984)
H (-1.0684, 2.1442, 0.0694)

Atoms 1-3, force components in eV/Å:
Cu -0.1 0.0 0.1
C 0.0 0.0 0.0
Si 0.1 0.0 -0.1

Results
* HOMO energy (alpha / beta): -2.641 / -4.977 eV
* multiplicity: 2
* Kohn-Sham gap (alpha / beta): 5.816 / 8.003 eV
* LUMO (alpha / beta): 3.18 / 3.03 eV
* charge: -1



| no. | total energy (eV) |
| --- | --- |
| 1 | -54120.5508 |
| 2 | -78907.4253 |